This record from the OMol25 dataset describes the ion CH4ClN2O with charge +1 at a distorted geometry. The level of theory is ωB97M-V with the def2-TZVPD basis set.

The geometry in XYZ format:
```
9
CH4ClN2O | the OMol25 dataset | ωB97M-V with the def2-TZVPD basis set
N 0.195 -0.116 -1.347
C -0.301 0.634 -0.218
Cl -0.885 2.183 -0.415
N -0.141 0.111 0.978
O 0.214 -1.207 1.099
H 0.333 -1.106 -1.201
H -0.033 0.221 -2.269
H -0.459 0.580 1.823
H 1.076 -1.300 1.547
```

Results
SMILES   [NH2+]=C(Cl)NO
Net charge   +1
LUMO energy   -0.1682 Ha
Energy relative to the best compared isomer or geometry (same formula, charge and spin)   7.8 kcal per mole
Frontier orbital gap   11.469 eV


This record from the OMol25 dataset describes a structure of composition C32H34BN17O2SW at a distorted geometry. The level of theory is ωB97M-V with the def2-TZVPD basis set.

The geometry in XYZ format:
```
88
C32H34BN17O2SW | the OMol25 dataset | ωB97M-V with the def2-TZVPD basis set
W 0.966 -0.290 0.217
C -2.170 -2.261 1.356
C -1.989 -0.782 1.443
C -2.942 0.014 2.034
C -2.495 1.315 1.902
N -1.318 1.304 1.295
N -0.963 0.013 0.968
B -0.540 2.565 0.820
N 0.905 2.518 1.430
C 1.545 3.519 2.043
C 2.853 3.150 2.263
C 2.983 1.880 1.723
C 4.272 1.127 1.675
N 1.787 1.483 1.220
N -0.340 2.384 -0.704
C -0.359 3.260 -1.716
C 0.574 2.876 -2.670
C 1.158 1.742 -2.149
C 2.375 0.957 -2.453
N 0.569 1.409 -0.988
N -1.261 3.794 1.233
C -1.472 4.280 2.496
C -2.278 5.372 2.384
C -2.534 5.513 0.995
C -3.355 6.556 0.310
N -1.924 4.560 0.318
H -3.180 -2.482 1.692
H -1.493 -2.797 2.019
H -2.077 -2.650 0.346
H -3.869 -0.316 2.471
H -2.961 2.249 2.172
H 1.033 4.442 2.258
H 3.633 3.738 2.717
H 5.082 1.837 1.822
H 4.435 0.640 0.718
H 4.350 0.390 2.477
H -1.002 4.123 -1.641
H 0.819 3.388 -3.584
H 3.270 1.526 -2.201
H 2.448 0.598 -3.477
H 2.043 -0.933 -2.210
H -1.046 3.809 3.368
H -2.639 5.997 3.184
H -3.809 7.227 1.036
H -4.150 6.099 -0.277
H -2.740 7.153 -0.362
N 4.676 -2.540 0.642
C 3.897 -1.794 -0.131
N 2.894 -1.332 0.617
C 3.148 -1.864 1.854
N 4.222 -2.596 1.905
C 2.247 -1.505 2.930
C 2.442 -1.810 4.270
N 1.610 -1.366 5.204
C 0.605 -0.597 4.801
C 0.398 -0.293 3.460
N 1.209 -0.768 2.513
H 5.528 -3.025 0.384
H 4.094 -1.603 -1.169
H 3.286 -2.417 4.577
H -0.066 -0.208 5.557
H -0.420 0.344 3.163
N -4.328 -3.962 -5.695
C -3.351 -3.303 -5.047
C -3.667 -2.250 -4.156
C -2.671 -1.557 -3.522
C -1.338 -1.926 -3.730
C -1.000 -2.958 -4.608
C -1.997 -3.643 -5.256
S -0.070 -0.937 -3.065
O 2.322 -0.196 -1.565
O 1.255 -1.567 -3.392
N -0.123 -1.247 -1.369
C -0.035 -2.527 -0.907
N 0.543 -2.443 0.309
C 0.689 -3.578 1.018
C 0.297 -4.774 0.482
C -0.256 -4.756 -0.804
N -0.430 -3.638 -1.498
H -5.295 -3.715 -5.579
H -4.116 -4.693 -6.352
H -4.704 -1.980 -4.003
H -2.918 -0.734 -2.861
H 0.039 -3.211 -4.768
H -1.752 -4.441 -5.944
H 1.114 -3.515 2.010
H 0.409 -5.697 1.031
H -0.575 -5.676 -1.281
```

Results
Net charge   +3
2S+1   2
LUMO energy (spin up / spin down)   -0.3476 / -0.3783 Ha
Energy relative to the best compared isomer or geometry (same formula, charge and spin)   17.0 kcal per mole
Frontier orbital gap (spin up / spin down)   4.921 / 4.087 eV


This record from the OMol25 dataset describes a structure of composition C6H14HgO3 at a distorted geometry. The level of theory is ωB97M-V with the def2-TZVPD basis set.

The geometry in XYZ format:
```
24
C6H14HgO3 | the OMol25 dataset | ωB97M-V with the def2-TZVPD basis set
H 1.558 -3.874 -0.036
C 1.884 -2.855 0.203
H 2.843 -2.493 -0.178
H 1.903 -2.779 1.295
H 1.158 -2.305 -0.862
C 0.029 3.929 -0.713
O -0.540 2.633 -0.567
C 0.389 1.566 -0.284
C -0.366 0.254 -0.346
O -1.219 0.218 0.822
C -1.429 -1.086 1.323
C -0.890 -2.014 0.245
O 0.419 -1.455 -0.067
H -0.730 4.588 -1.146
H 0.319 4.298 0.280
H 0.890 3.871 -1.391
H 0.816 1.727 0.716
H 1.158 1.598 -1.068
H -0.250 -0.130 -1.372
H -2.490 -1.304 1.491
H -0.883 -1.167 2.273
H -1.499 -1.897 -0.661
H -0.787 -3.042 0.606
Hg -2.282 1.718 -0.561
```

Results
Net charge   +2
LUMO energy (spin up / spin down)   -0.3617 / -0.3748 Ha
Energy relative to the best compared isomer or geometry (same formula, charge and spin)   102.8 kcal per mole
Frontier orbital gap (spin up / spin down)   7.227 / 6.232 eV